C8H11NS | ωB97M-V with the def2-TZVPD basis set

XYZ file:
```
21
Properties=species:S:1:pos:R:3:nbo_charge:R:1
C 2.4011 -2.2678 -0.2763 -0.12
H -1.8356 -1.4924 1.0027 0.21
H -1.4980 0.4686 -2.2763 0.20
H -2.6207 0.0784 0.7790 0.21
C 0.2732 0.4130 0.9866 -0.22
C 1.2045 -0.6711 0.4916 0.12
H 3.2149 -2.9556 -0.3779 0.21
H 1.5759 1.9438 1.7149 0.22
H -0.1389 0.2090 1.9783 0.21
C -0.6921 -0.0735 -0.1461 0.03
S 1.0500 -2.3478 -1.4032 0.40
C 0.8334 1.8216 0.9295 -0.60
H 0.0449 2.5561 1.0730 0.21
N 2.3468 -1.3667 0.6430 -0.41
C 0.3825 -1.0334 -0.5353 -0.28
C -2.0061 -0.6773 0.2984 -0.62
H -0.2542 1.6387 -1.7506 0.21
H 1.3187 2.0029 -0.0264 0.21
C -1.1433 1.0924 -1.4753 -0.60
H -1.9084 1.7368 -1.0730 0.20
H -2.5486 -1.0758 -0.5567 0.21
```

SMILES string	C[C@@H]1c2ncsc2C1(C)C
relative energy (zero: lowest compared OMol25 entry of this formula, charge and spin)	28.1	kcal per mole
frontier orbital gap	9.37	eV
HOMO	-0.318	hartree

***

C22H29FN2O2 | ωB97M-V with the def2-TZVPD basis set

XYZ file:
```
56
Properties=species:S:1:pos:R:3:nbo_charge:R:1
C 2.4087 -0.9208 0.8326 -0.20
H 2.4349 -1.3516 -3.3915 0.23
C 1.0771 3.8951 -1.6523 -0.65
H 0.5357 3.9586 -0.7133 0.26
C -1.2896 -1.2727 0.9269 -0.23
C -0.8414 1.4863 -0.7574 0.64
H -3.8859 0.6678 -0.2557 0.19
H -3.2888 -0.0556 -2.3333 0.20
H 2.8046 2.4045 -3.5467 0.23
C 0.2179 1.4817 -1.7815 0.13
C 1.0913 2.4861 -2.1247 -0.01
H 0.5865 4.5346 -2.3868 0.22
C 2.1991 -0.4961 -4.0229 -0.65
N -1.1625 -2.4800 1.7223 -0.44
H 0.3869 -1.4768 3.5306 0.24
H -3.2219 -2.1417 -0.8428 0.19
H 3.5679 -0.0525 -0.7387 0.21
C 0.2243 -2.8678 1.9095 -0.20
H -2.6377 1.3173 0.8334 0.25
H 0.7236 -3.0418 0.9385 0.16
H -3.1269 -0.7061 1.8415 0.21
C 1.3990 0.6083 2.3331 0.45
H 2.6158 -1.9330 0.5158 0.21
H -3.9340 -4.0510 0.5656 0.21
H -1.8517 0.6762 -3.0596 0.21
N -1.9306 0.7075 -0.9752 -0.43
C -3.5702 -1.9515 0.1738 -0.40
C 1.6093 -0.7126 1.9508 -0.11
H -1.5248 -3.8086 0.1098 0.15
H -0.8655 -1.4258 -0.0835 0.16
H 3.1040 -0.1534 -4.5153 0.23
O 0.5476 0.3368 -2.4412 -0.41
C 1.9889 1.9100 -3.0594 -0.33
H 0.2137 -3.8185 2.4510 0.20
H -3.7890 -3.0426 2.0137 0.20
C -1.9148 -3.5660 1.1182 -0.21
H -1.7950 -4.4540 1.7452 0.20
H 1.7140 2.6824 1.9806 0.23
O -0.7197 2.1748 0.2465 -0.64
H 1.8598 -2.3972 3.2046 0.22
H -1.7391 -0.9222 -2.3078 0.20
C -3.3940 -3.2133 1.0114 -0.40
C 1.6242 0.6040 -3.2045 0.32
C 1.0302 -1.8583 2.7373 -0.45
C 2.9515 0.1383 0.1277 -0.23
H 3.1377 2.2659 -0.0164 0.21
C -2.8656 0.5262 0.1149 -0.22
C -2.7507 -0.8378 0.8220 -0.22
H -0.7273 -0.4739 1.4068 0.22
H 2.0928 4.2595 -1.5154 0.21
C -2.2097 0.0621 -2.2332 -0.40
F 0.6497 0.8598 3.4317 -0.34
H 1.4860 -0.8243 -4.7790 0.23
C 2.7123 1.4403 0.5313 -0.20
C 1.9291 1.6818 1.6446 -0.26
H -4.6249 -1.6713 0.1272 0.21
```

SMILES string	Cc1cc(C)c(C(=O)N(C)C[C@H]2CCCN(CCc3ccccc3F)C2)o1
relative energy (zero: lowest compared OMol25 entry of this formula, charge and spin)	1.2	kcal per mole
frontier orbital gap	9.04	eV
HOMO	-0.306	hartree

***

C13H32N6O5P | ωB97M-V with the def2-TZVPD basis set

XYZ file:
```
57
Properties=species:S:1:pos:R:3:nbo_charge:R:1
C -6.2574 0.0417 -0.0895 -0.09
P -1.6165 2.4173 1.3747 1.31
C 6.4356 -1.4069 -3.2502 -0.25
C -5.3557 1.1056 0.4948 -0.09
C 4.7437 -3.0243 -2.8661 -0.09
C -5.9533 3.3379 -0.0434 -0.26
C 0.1247 -1.0449 1.5928 0.54
H 2.4019 -0.0163 -1.8777 0.16
H -6.2726 -0.8184 0.5885 0.18
H 2.8820 -1.3444 1.0122 0.26
O -1.1193 -3.0377 1.4526 -0.48
H -5.7493 1.4462 1.4578 0.18
H 6.6662 -0.5850 -3.9246 0.20
H 5.0735 0.2949 0.7751 0.25
H 3.9158 0.6088 -1.1860 0.18
H 6.2656 -1.0055 -2.2473 0.16
C -0.4911 0.9669 1.4923 0.12
H 2.4706 1.1369 3.4909 0.32
N 0.0754 -2.3681 1.6017 -0.28
H 5.1397 -1.1574 1.7404 0.23
N 1.2379 -0.3004 1.7327 -0.16
N -1.1541 3.6136 2.2492 -1.29
C 3.6255 0.1665 2.3379 0.30
C 3.4892 -0.1550 -1.8369 -0.26
H -5.5697 3.8074 0.8691 0.16
H -7.2158 1.5430 -1.9828 0.17
H 5.4887 -3.3353 -2.1279 0.18
H 3.0638 -3.3040 -1.5803 0.18
H -2.8976 1.9606 1.7128 -0.01
H -1.6474 2.6893 -0.0029 -0.03
H 7.2889 -2.0911 -3.2272 0.18
H -1.8322 3.8685 2.9499 0.40
H 5.7271 0.3233 2.4511 0.26
H 3.9062 -0.0341 -2.8373 0.21
H -8.9116 1.3569 -1.4954 0.20
C 2.5853 -0.8474 1.9284 -0.32
H -5.8700 -0.2955 -1.0553 0.18
H 0.8830 -2.9551 1.6874 0.41
O 5.2836 -2.0634 -3.7539 -0.55
H 2.7649 -2.1837 -2.9175 0.19
O -5.1732 2.2011 -0.3881 -0.56
O -7.5873 0.5051 -0.2119 -0.55
H -8.0366 -0.0328 -2.1638 0.17
H -1.6673 -2.7706 2.2017 0.49
H -7.0027 3.0739 0.0986 0.19
C -7.9445 0.8608 -1.5387 -0.26
C 4.9839 -0.0824 1.7848 -0.67
H 1.4406 1.7885 1.7344 0.48
N 3.4242 1.1412 3.1212 -0.57
H -4.3647 0.6668 0.6658 0.16
H 2.5185 -1.6146 2.6973 0.24
H -5.8756 4.0501 -0.8619 0.20
O 3.8116 -1.4246 -1.2881 -0.58
H 4.4686 -3.9018 -3.4587 0.20
N 0.8309 0.9870 1.6448 -0.32
C 3.5049 -2.4999 -2.1786 -0.09
N -0.9564 -0.2590 1.4510 -0.48
```

charge	+1
frontier orbital gap	7.93	eV
HOMO	-0.416	hartree

***

E_LUMO readings, ordered: 0.72 0.71 -3.40 eV
Maximum force readings, ordered: 0.081 0.024 0.038 Eh/bohr